No. 1
84
Properties=species:S:1:pos:R:3:forces:R:3:lowdin_charge:R:1 method="wB97M-V/def2-TZVPD" orbital_gap_ev="4.1342 / 4.0407" max_force_ev_per_a=4.047 charge=-1 relative_energy_ev=1.439 homo_energy_ev="-2.96 / -2.87" lumo_energy_ev="1.1773 / 1.1723"
Ti -0.3950 0.0199 -0.5779 -0.4 0.5 4.0 1.018
C 3.1170 2.3937 0.3195 -0.2 -1.0 -0.5 -0.145
C 2.3814 1.2946 -0.0666 1.3 0.6 0.0 -0.130
N 1.1116 1.1300 0.3181 -0.6 0.4 0.1 -0.039
C 0.5788 2.0876 1.1429 -1.0 0.0 0.5 -0.197
C 1.3588 3.1992 1.4926 0.4 0.2 -0.1 -0.088
N 2.5986 3.3662 1.0950 -0.5 0.6 0.5 0.048
C -0.7604 1.7919 1.5779 1.3 1.3 0.5 -0.229
C -1.5869 2.6520 2.2928 -0.5 -0.5 0.1 0.054
C -2.8671 2.2370 2.6613 0.8 0.5 -0.1 -0.174
C -3.2395 0.9159 2.3517 0.5 -1.0 -0.7 0.049
C -2.3742 0.1059 1.6286 -1.5 0.2 1.1 -0.201
N -1.1751 0.5515 1.1943 0.3 -0.2 -1.0 -0.030
C -2.6264 -1.2886 1.2915 0.2 -0.5 0.0 -0.159
C -3.8195 -1.9844 1.5325 0.1 0.2 0.0 -0.061
N -3.9850 -3.2514 1.2162 0.0 -0.2 0.0 0.079
C -2.9550 -3.8646 0.6340 0.3 0.1 0.0 -0.107
C -1.7671 -3.1961 0.3775 -0.2 -0.3 0.1 -0.108
N -1.5885 -1.9248 0.7024 -0.8 0.5 0.3 0.093
C -3.7681 3.1625 3.3371 -0.1 0.2 0.1 -0.178
C -5.1456 3.1774 3.0937 0.2 0.0 0.1 -0.018
C -5.9298 4.1192 3.7318 -0.1 -0.1 -0.1 -0.166
N -5.4640 5.0193 4.5853 -0.3 0.3 0.2 0.033
C -4.1620 4.9997 4.8302 0.2 0.1 0.0 -0.166
C -3.2826 4.1137 4.2421 -0.2 -0.1 -0.1 -0.023
H 4.1431 2.5253 0.0139 0.1 -0.1 -0.1 0.090
H 2.7960 0.5067 -0.6817 0.0 0.2 0.0 0.087
H 0.9603 3.9806 2.1250 -0.2 0.0 0.1 0.106
H -1.2597 3.6598 2.4963 0.1 0.1 0.1 0.112
H -4.1849 0.5311 2.7018 -0.1 -0.1 0.0 0.106
H -4.6777 -1.5062 1.9837 0.0 0.2 0.1 0.109
H -3.0952 -4.9005 0.3626 0.1 -0.1 -0.1 0.102
H -0.9404 -3.7023 -0.1064 0.0 0.0 -0.1 0.110
H -5.5938 2.4872 2.3967 0.0 -0.1 -0.1 0.107
H -6.9965 4.1694 3.5540 -0.1 -0.1 -0.1 0.097
H -3.8123 5.7418 5.5374 0.1 0.0 0.1 0.098
H -2.2359 4.1420 4.4991 0.1 0.0 0.0 0.106
O -2.5730 -2.4033 -2.8428 0.3 0.0 0.0 0.077
C -1.5904 -1.8631 -2.3602 -0.7 -0.6 -0.6 -0.554
O -1.6442 -0.8049 -1.6316 -1.2 -0.9 -1.5 -0.096
C -0.2247 -2.4721 -2.5954 0.1 -0.1 0.0 -0.030
C -0.1088 -3.4189 -3.5942 0.3 -0.1 0.0 0.098
C 1.0960 -4.1017 -3.7998 0.0 1.1 1.2 -0.142
C 2.1880 -3.8333 -2.9904 0.0 0.0 -0.1 0.097
C 2.0993 -2.8671 -2.0022 -1.5 -0.1 -0.8 -0.061
C 0.8791 -2.1499 -1.7501 0.6 -0.8 -0.4 -0.231
O 0.7793 -1.3538 -0.7474 1.7 -2.3 -1.0 -0.205
N 3.2564 -2.6318 -1.2338 1.8 0.5 1.2 -0.309
O 4.1155 -3.5163 -1.1863 -0.5 0.5 0.0 0.063
O 3.3822 -1.5529 -0.6444 0.0 -1.1 -0.8 0.047
N 1.2371 -5.0620 -4.8377 0.1 -0.9 -1.1 -0.362
O 2.3405 -5.5676 -5.0117 -0.3 0.1 0.1 0.057
O 0.2575 -5.3377 -5.5162 0.2 0.1 0.2 0.071
H -0.9625 -3.6445 -4.2163 -0.1 0.0 0.1 0.135
H 3.1181 -4.3654 -3.1289 -0.1 0.0 0.0 0.131
O -1.3007 1.6828 -0.9917 0.1 2.4 -1.9 -0.172
N -0.7753 2.4341 -1.9094 0.3 -0.6 0.0 0.109
N 0.2000 1.8614 -2.5205 -1.5 -0.4 1.4 -0.156
O 0.5412 0.6232 -2.2134 0.4 1.1 -1.2 -0.143
C 1.0055 2.6140 -3.3732 1.1 0.9 -1.1 -0.168
C 0.5106 3.7618 -3.9960 0.0 -0.5 0.2 -0.010
C 1.3613 4.5394 -4.7552 0.1 0.0 0.0 -0.083
C 2.6990 4.1961 -4.8941 0.0 -0.1 0.1 -0.088
C 3.1780 3.0418 -4.2899 0.0 0.2 -0.2 -0.074
C 2.3379 2.2396 -3.5447 -0.5 -0.2 0.3 0.002
H -0.5296 4.0139 -3.8757 -0.1 0.1 0.0 0.110
H 0.9810 5.4290 -5.2328 -0.1 0.1 -0.1 0.102
H 3.3676 4.8235 -5.4651 0.0 0.0 -0.1 0.099
H 4.2191 2.7689 -4.3838 0.0 0.0 -0.1 0.105
H 2.6922 1.3328 -3.0761 0.0 0.0 0.0 0.112
O 0.3930 -1.2648 3.2624 -0.6 0.2 0.9 -0.513
S 1.1117 -1.4814 1.9918 1.1 -0.6 0.4 0.920
C 1.2843 -3.3326 1.8597 0.1 0.3 -0.3 -0.280
C 2.6804 -3.7539 2.2992 0.1 0.0 0.2 -0.230
C 3.1894 -2.6360 3.2006 0.1 -0.1 0.0 -0.247
C 2.9033 -1.3611 2.4378 -0.4 -0.1 -0.2 -0.294
H 1.0738 -3.5940 0.8275 -0.1 -0.2 -0.1 0.056
H 0.5122 -3.7367 2.5098 -0.2 0.1 0.0 0.093
H 3.3403 -3.8626 1.4368 0.0 0.0 0.0 0.095
H 2.6595 -4.7127 2.8221 0.0 0.0 -0.1 0.108
H 4.2462 -2.7504 3.4428 0.1 0.0 0.0 0.109
H 2.6130 -2.6274 4.1286 0.1 0.0 0.1 0.109
H 3.4395 -1.3087 1.4916 0.2 0.0 0.1 0.062
H 3.0600 -0.4552 3.0169 -0.2 0.2 -0.1 0.095

No. 2
9
Properties=species:S:1:pos:R:3:forces:R:3:lowdin_charge:R:1 method="wB97M-V/def2-TZVPD" orbital_gap_ev="6.8464 / 6.8494" max_force_ev_per_a=2.961 charge=-1 relative_energy_ev=3.134 homo_energy_ev="-3.65 / -3.65" lumo_energy_ev="3.2000 / 3.2003"
N -0.1431 0.3985 -0.2469 -2.1 0.6 -0.9 -0.205
N -0.9955 -0.4854 0.0896 -0.2 0.7 0.3 -0.199
O -0.3956 1.4447 -0.9391 -0.9 0.8 -0.7 -0.211
O -0.6158 -1.4321 0.8251 0.0 -0.2 -0.1 -0.183
O -3.3264 0.5502 1.4126 0.0 0.0 -1.5 -0.314
O -3.8872 -1.1268 -0.3390 0.6 0.8 0.5 -0.324
O -3.6850 1.2091 -0.9998 0.8 -0.7 1.3 -0.310
S -3.4227 0.1999 0.0096 -0.5 -0.6 -0.2 0.623
H 0.8155 0.3909 -0.0888 2.2 -1.5 1.3 0.122

No. 3
54
Properties=species:S:1:pos:R:3:forces:R:3:lowdin_charge:R:1 method="wB97M-V/def2-TZVPD" s2=0.951 orbital_gap_ev="5.8931 / 6.4378" max_force_ev_per_a=1.212 charge=+1 relative_energy_ev=0.000 homo_energy_ev="-10.44 / -10.44" lumo_energy_ev="-4.5457 / -4.0044" spin_multiplicity=2
Cr -0.4792 -2.2838 0.9292 0.5 0.0 1.1 1.057
C -0.0662 2.0955 -5.6682 0.0 0.1 0.1 -0.066
O 0.0036 3.2846 -4.8911 -0.1 -0.1 -0.1 -0.067
C 0.8259 3.2960 -3.8223 0.1 -0.1 -0.1 -0.282
C 1.6617 2.2379 -3.4626 0.1 0.0 0.2 -0.001
C 2.4445 2.3402 -2.3178 0.1 -0.1 -0.1 -0.018
C 2.4148 3.4943 -1.5441 0.0 0.1 0.5 -0.281
C 1.6423 4.5736 -1.9634 -0.2 0.1 0.0 -0.022
C 0.8364 4.4717 -3.0771 0.0 0.2 0.1 0.013
N 3.2100 3.7393 -0.3607 0.3 -0.9 -0.5 0.092
N 3.5379 2.8245 0.4180 -0.6 0.6 0.4 0.083
C 2.9232 1.5394 0.4618 0.1 -0.1 -0.3 -0.219
C 3.7463 0.4442 0.5536 0.0 0.1 -0.2 0.005
C 3.2401 -0.8725 0.5589 0.2 -0.2 0.1 0.039
C 1.8930 -1.0698 0.5449 -0.1 -0.2 -0.1 -0.268
O 1.2764 -2.2924 0.5148 -0.4 0.4 -0.1 -0.166
C 1.0349 0.0464 0.5788 -0.3 -0.5 -0.1 -0.136
N -0.2939 -0.2763 0.6233 0.0 0.3 -0.2 0.028
C -1.1762 0.7027 0.6444 0.1 0.0 0.0 -0.063
C -0.7924 2.0515 0.6858 -0.1 0.0 0.0 0.000
C 0.5379 2.3794 0.6581 0.0 0.0 0.0 0.045
C 1.5045 1.3578 0.5520 0.3 0.3 0.0 -0.079
H -0.8515 2.2596 -6.3974 0.0 0.0 0.0 0.096
H -0.3208 1.2357 -5.0458 0.0 0.0 0.0 0.091
H 0.8767 1.9096 -6.1851 0.0 0.0 0.0 0.099
H 1.7252 1.3473 -4.0714 0.0 0.0 0.0 0.105
H 3.1144 1.5282 -2.0639 -0.1 0.0 0.0 0.118
H 1.6722 5.4903 -1.3842 0.0 0.0 -0.1 0.121
H 0.2206 5.3002 -3.4055 0.0 -0.1 0.0 0.127
H 4.8159 0.6169 0.5670 0.0 -0.1 0.0 0.128
H 3.9089 -1.7247 0.5799 0.0 0.1 0.0 0.132
H -2.2210 0.4182 0.6586 0.0 0.0 0.0 0.113
H -1.5540 2.8163 0.7628 0.0 -0.1 0.0 0.121
H 0.8443 3.4157 0.7294 0.0 -0.1 -0.1 0.127
C -4.0904 -0.9317 2.6128 -0.1 0.1 -0.1 0.008
C -3.0296 -2.0037 2.5537 0.0 -0.1 -0.2 -0.469
C -3.5425 -3.3390 3.0663 -0.1 -0.1 -0.1 0.020
O -2.5599 -2.1717 1.1519 -0.1 0.1 0.1 -0.090
C -1.7819 -1.6243 3.3531 0.4 0.0 -0.2 -0.535
O -1.8994 -1.1387 4.4413 0.2 0.0 0.0 0.159
O -0.6352 -1.9688 2.7694 -0.5 -0.2 -0.2 -0.092
H -4.9427 -1.1967 1.9807 0.0 0.0 0.1 0.104
H -3.7030 0.0387 2.3049 0.0 0.0 0.0 0.088
H -4.4365 -0.8406 3.6397 0.0 0.0 0.0 0.110
H -4.4545 -3.6385 2.5424 0.1 0.0 0.0 0.106
H -3.7689 -3.2435 4.1277 0.0 0.0 0.0 0.116
H -2.7935 -4.1239 2.9480 0.0 0.0 0.0 0.087
H -3.2954 -2.4590 0.5978 0.1 -0.1 0.0 0.140
C 0.8114 -5.1098 0.9405 -0.2 0.0 0.1 -0.040
O -0.4634 -4.3929 1.0617 0.4 0.1 -0.2 -0.173
H 0.6091 -6.1762 0.9366 0.0 0.0 0.0 0.100
H 1.4716 -4.8401 1.7594 0.0 0.0 0.0 0.101
H 1.2570 -4.8132 0.0005 0.0 0.1 -0.1 0.088
H -0.9082 -4.7234 1.8507 0.0 0.1 0.0 0.099

No. 4
13
Properties=species:S:1:pos:R:3:forces:R:3:lowdin_charge:R:1 method="wB97M-V/def2-TZVPD" s2=0.754 orbital_gap_ev="13.3653 / 7.2489" max_force_ev_per_a=4.978 charge=+2 relative_energy_ev=0.460 homo_energy_ev="-21.08 / -21.08" lumo_energy_ev="-7.7169 / -13.8262" spin_multiplicity=2
Cs -1.6056 -3.4571 -1.2190 -0.5 -0.7 0.0 1.111
C -0.5922 1.0160 -0.7379 -1.5 0.4 -1.4 0.078
C 0.5281 0.1231 -0.1069 0.2 -2.8 4.1 -0.296
C 0.5227 0.1745 1.4659 0.1 1.6 -0.8 0.043
O 0.3612 -1.2429 -0.3423 -1.0 0.8 -0.5 0.060
H -0.5308 0.9509 -1.8242 0.8 0.6 -0.1 0.110
H -0.5314 2.0049 -0.2835 0.5 0.0 -0.2 0.134
H -1.6310 0.7062 -0.6242 0.2 -0.6 1.1 0.110
H 1.4641 0.2669 -0.6466 0.5 1.2 -0.4 0.206
H 0.9455 -0.6462 2.0453 0.1 -0.4 -0.8 0.112
H -0.4725 0.3865 1.8568 -0.2 0.0 -0.1 0.112
H 1.0965 1.0689 1.7090 0.1 0.3 0.1 0.121
H 0.4452 -1.3516 -1.2924 0.7 -0.4 -1.0 0.099

No. 5
90
Properties=species:S:1:pos:R:3:forces:R:3:lowdin_charge:R:1 method="wB97M-V/def2-TZVPD" s2=0.758 orbital_gap_ev="5.6672 / 5.5793" max_force_ev_per_a=1.347 charge=-1 relative_energy_ev=0.000 homo_energy_ev="-3.46 / -3.47" lumo_energy_ev="2.2029 / 2.1070" spin_multiplicity=2
K -0.5449 -0.2559 -0.5261 0.6 -0.3 0.2 0.604
C -0.0383 3.1364 0.5577 0.1 0.1 -0.2 -0.056
C -0.1987 2.5520 1.9133 -0.2 0.4 0.3 -0.262
C -0.5905 3.2559 2.9948 0.1 0.0 -0.3 -0.072
C -0.9115 2.6389 4.2394 -0.1 -0.2 0.1 -0.128
C -1.0853 1.2836 4.2242 0.0 0.0 0.1 -0.079
C -0.7707 0.4961 3.1008 -0.2 -0.1 0.2 -0.182
N 0.0720 1.1454 2.1182 0.0 -0.2 0.5 -0.085
C -1.1734 -0.8643 2.9384 0.0 0.1 0.1 -0.217
C -1.8985 -1.5384 3.9691 0.0 0.0 0.0 -0.026
C -2.3205 -2.8233 3.7793 0.0 0.0 0.0 -0.089
C -2.0308 -3.4894 2.5833 0.0 0.1 0.0 -0.068
C -1.2957 -2.7959 1.6351 -0.2 -0.2 0.1 -0.238
N -0.8840 -1.5363 1.7994 0.1 0.0 0.0 0.100
C -0.9648 -3.4836 0.3479 0.0 -0.2 -0.1 -0.222
C -0.7413 -4.8569 0.3116 0.0 0.0 0.0 -0.039
C -0.4761 -5.4526 -0.9070 0.0 0.0 0.0 -0.060
C -0.4339 -4.6734 -2.0495 0.0 0.0 0.0 -0.041
C -0.6497 -3.3054 -1.9338 0.0 -0.2 -0.1 -0.339
C -0.5474 -2.3851 -3.1184 0.0 -0.1 0.0 -0.034
N -0.9228 -2.7457 -0.7585 -0.1 -0.3 0.0 0.067
H -0.4202 4.1576 0.5916 0.0 0.0 0.0 0.088
H -0.6212 2.5922 -0.1877 0.0 0.0 -0.1 0.048
H 1.0011 3.1642 0.2218 -0.1 0.0 0.0 0.037
H -0.7493 4.3203 2.8645 0.0 0.0 0.0 0.109
H -1.1759 3.2345 5.1005 0.0 0.0 0.0 0.077
H -1.5271 0.8025 5.0860 0.0 0.0 0.0 0.089
H -2.1370 -1.0341 4.8922 0.0 0.0 0.0 0.087
H -2.8907 -3.3212 4.5555 0.0 0.0 0.0 0.102
H -2.3853 -4.4917 2.3944 0.0 0.0 0.0 0.100
H -0.7331 -5.4346 1.2236 0.0 0.0 0.0 0.094
H -0.2792 -6.5159 -0.9613 0.0 0.0 0.0 0.106
H -0.2115 -5.1072 -3.0154 0.0 0.0 0.0 0.108
H -0.7167 -2.9264 -4.0490 0.0 0.0 0.0 0.080
H 0.4518 -1.9433 -3.1561 0.0 0.0 0.0 0.073
H -1.2639 -1.5657 -3.0500 0.0 0.0 0.0 0.074
Br -6.8548 5.0554 -0.2044 0.0 0.0 0.0 0.675
C -5.4666 3.8056 0.1887 0.0 0.0 0.0 -0.680
C -5.1158 3.5936 1.5116 0.0 0.0 0.0 -0.144
C -4.1039 2.6856 1.7898 0.0 0.0 0.0 -0.064
C -3.4575 2.0253 0.7560 0.0 0.0 0.0 -0.018
C -3.8193 2.2499 -0.5661 0.1 -0.1 -0.1 -0.109
C -4.8446 3.1429 -0.8510 -0.1 0.0 -0.1 -0.075
C -3.0868 1.5493 -1.7124 -0.1 0.1 0.0 -0.632
O -3.7287 1.2764 -2.7340 0.1 0.1 0.0 0.002
O -1.8616 1.3209 -1.4870 -1.0 0.7 -0.5 -0.319
H -5.6204 4.1298 2.3038 0.0 0.0 0.0 0.091
H -3.7985 2.5083 2.8139 0.0 0.0 0.0 0.102
H -2.6500 1.3426 0.9846 0.0 0.0 0.0 0.099
H -5.1413 3.2961 -1.8796 0.0 0.0 0.0 0.110
C 3.5579 -0.9173 3.9107 0.0 -0.1 0.0 -0.006
C 2.9045 -2.0788 3.2417 -0.1 -0.3 -0.1 -0.273
C 2.1989 -3.0470 3.8980 0.2 0.2 -0.1 0.015
C 1.6965 -4.1206 3.1319 0.0 0.0 0.0 -0.314
N 1.8795 -4.2336 1.8387 -0.1 -0.1 0.3 0.104
C 2.5309 -3.2537 1.1639 0.1 0.1 -0.1 -0.851
S 2.7155 -3.2956 -0.4858 0.1 0.2 -0.1 0.606
N 3.0600 -2.2093 1.9003 -0.2 0.0 0.3 0.100
C 0.8902 -5.1909 3.8021 0.0 0.0 0.0 -0.024
H 3.3049 -0.9024 4.9687 0.0 0.0 0.0 0.085
H 3.2363 0.0119 3.4519 -0.1 0.2 -0.1 0.068
H 4.6424 -0.9887 3.8044 0.0 0.0 0.0 0.092
H 2.0326 -2.9882 4.9626 0.0 0.0 0.0 0.115
H 3.4173 -1.4239 1.3639 0.0 0.0 -0.1 0.075
H 1.2631 -5.4019 4.8044 0.0 0.0 0.0 0.078
H 0.9021 -6.0955 3.1981 0.0 0.0 0.0 0.080
H -0.1423 -4.8430 3.8904 0.0 0.0 0.0 0.067
S 2.1774 0.7932 0.4208 0.4 -0.1 0.4 0.626
C 1.1113 0.5430 1.6313 0.4 0.1 -0.3 -0.630
C 1.7829 4.0742 -5.1136 0.1 -0.1 0.0 -0.232
Ge 3.0640 2.6994 -4.5404 0.0 0.0 0.0 0.750
C 4.0211 3.3292 -2.9449 -0.1 0.0 -0.1 -0.215
C 4.3511 2.3810 -6.0033 -0.1 0.0 0.1 -0.233
C 2.1744 1.0101 -4.0601 0.0 0.1 0.0 -0.597
Se 0.5008 1.2551 -3.0676 0.4 0.2 -0.1 0.868
C -0.7039 1.3734 -4.5769 0.0 0.0 0.0 -0.360
H 2.2839 5.0390 -5.2010 0.0 0.0 0.0 0.013
H 0.9808 4.1649 -4.3819 0.0 0.0 0.0 0.007
H 1.3444 3.8310 -6.0817 0.0 0.0 0.0 0.014
H 4.3640 4.3572 -3.0652 0.0 0.0 0.0 0.013
H 4.8873 2.6984 -2.7435 0.0 0.0 0.0 0.016
H 3.3625 3.2868 -2.0767 0.0 0.0 0.0 0.010
H 4.8877 3.2935 -6.2629 0.0 0.0 0.0 0.008
H 3.8350 2.0246 -6.8953 0.0 0.0 0.0 0.010
H 5.0832 1.6271 -5.7129 0.0 0.0 0.0 0.011
H 2.8263 0.4588 -3.3788 0.0 0.0 0.0 0.010
H 1.9945 0.3647 -4.9214 0.0 0.0 0.0 0.012
H -0.5403 2.2952 -5.1314 0.0 0.0 0.0 0.008
H -1.7092 1.3535 -4.1560 0.0 0.0 0.0 0.005
H -0.5552 0.5106 -5.2258 0.0 0.0 0.0 0.024

No. 6
22
Properties=species:S:1:pos:R:3:forces:R:3:lowdin_charge:R:1 method="wB97M-V/def2-TZVPD" orbital_gap_ev=9.1545 max_force_ev_per_a=4.868 relative_energy_ev=5.273 homo_energy_ev=-8.40 lumo_energy_ev=0.7573
C 0.5612 -1.9322 1.7463 0.0 -4.4 2.1 0.101
C -2.2822 0.7605 -0.0270 -0.7 0.5 -1.0 -0.312
C 1.9109 -0.3510 -1.1306 -4.2 0.4 0.2 -0.058
C 2.6512 1.4710 0.4419 -2.3 0.2 -1.4 -0.050
C -3.8587 -1.0774 -0.6220 -4.4 -1.4 -0.9 -0.175
C 1.4337 0.7114 -0.1376 -1.2 1.9 -0.2 -0.390
N 0.7476 -0.8511 1.3858 -0.3 -0.7 0.3 -0.147
N -1.6249 1.7614 0.1810 0.4 0.9 0.7 0.126
N -3.0927 0.0521 -0.5316 0.9 -0.3 0.1 0.032
N 0.6096 0.2784 1.0079 0.4 2.5 -1.2 0.000
H 0.7287 -2.8169 2.4489 0.0 2.0 -1.4 0.094
H 2.5560 0.2086 -1.6728 2.1 1.2 -2.5 0.041
H 2.3512 -1.2319 -0.8463 1.6 -1.8 1.8 0.041
H 1.0846 -0.7817 -1.7390 0.3 0.9 0.0 0.098
H 2.4137 1.9493 1.3434 -0.4 0.5 1.4 0.061
H 2.9861 2.2267 -0.2181 0.6 0.6 -0.9 0.068
H 3.3376 0.7259 0.5478 2.5 -1.6 0.7 0.044
H -4.1560 -1.2484 -1.7290 0.3 0.3 1.7 0.095
H -3.4967 -2.0564 -0.2920 0.7 0.5 0.2 0.066
H -4.8882 -0.9521 -0.0344 1.9 -0.2 -1.2 0.111
H 0.7377 1.5169 -0.6992 1.6 -2.0 1.0 0.157
H -0.7106 1.6370 0.5766 0.1 0.0 0.4 -0.003